1.
ORCA calculation (ωB97M-V/def2-TZVPD) on a 3-piece molecular cluster, C12H33BClN3O4 overall.

```
! wB97M-V def2-TZVPD RIJCOSX def2/J DEFGRID3
* xyz 0 1
H -0.66563 3.60722 1.00435
C -0.17031 -3.14795 -1.21311
H -3.59004 -5.38594 -2.37434
C -0.69119 3.41563 2.08662
C 2.24424 4.50669 0.20063
H -1.68451 3.70518 2.44453
H 1.22471 3.77097 2.62897
H -3.09765 -3.65509 0.46520
H 3.08577 4.59939 -0.48539
H 1.27475 0.27528 3.27966
C 1.67000 1.02303 2.58362
H -0.64464 6.00628 2.82487
O 2.01791 5.78063 0.76906
C -2.64128 -3.58594 1.45710
H 0.57960 7.14203 1.12656
H 3.95782 -3.27298 -4.99762
N 3.78566 -2.30106 -4.78847
H -1.74655 -4.21632 1.46401
C -0.52102 1.92613 2.29063
H -0.74315 -3.60486 -3.23592
H -1.35995 1.40490 1.82134
C -0.97990 -1.20605 0.04924
C 0.68291 6.05466 1.15320
O 0.67873 1.46270 1.67966
H 2.09490 1.84428 3.17154
H -0.01021 5.64488 0.40833
H 1.05990 6.04402 3.24879
H -0.01045 -3.71813 -0.28634
H -3.24837 -3.64612 -2.49510
H -2.65671 -4.75420 -3.74617
H 2.23604 -0.65479 -4.74982
H 0.28406 -4.82102 -2.46163
C -1.05326 -1.79249 1.45449
H -3.35031 -3.97519 2.18734
Cl 1.18736 -2.88296 -5.43686
B 2.50067 -1.79111 -4.96234
C 0.33644 5.59340 2.56546
H -2.08734 -2.53615 -1.01190
C -0.54897 -4.13204 -2.29810
H 2.49504 3.74989 0.94998
H -0.00730 -0.71438 -0.05671
H 2.46287 0.56697 1.99284
N -1.17427 -2.10544 -1.07968
H 0.78595 -2.68549 -1.48036
H -0.80853 -0.99099 2.15592
O -1.68146 -4.90569 -1.91693
H -0.31289 -2.58856 1.60340
H 1.37136 4.15563 -0.35864
O -2.33979 -2.25501 1.82507
C -2.84535 -4.64987 -2.67249
H -1.73593 -0.41958 -0.02237
N 0.31254 4.16089 2.82769
H -0.52061 1.68374 3.35787
H 4.59835 -1.72902 -4.94770
*
```

Summary:
SMILES	COCCNCCOC.COCCNCCOC.NBCl
ΔE to the lowest compared entry with this formula, charge and spin	0.0	kJ/mol

Atom charges from the Mulliken analysis, given in e for atoms 1 to 8: number 1, H, carries 0.196; number 2, C, carries -0.204; number 3, H, carries 0.252; number 4, C, carries -0.334; number 5, C, carries -0.509; number 6, H, carries 0.386; number 7, H, carries 0.098; number 8, H, carries 0.189

***

2.
ORCA calculation (ωB97M-V/def2-TZVPD) on C12H33BrFIN2OSi2 as an isolated structure.

```
! wB97M-V def2-TZVPD RIJCOSX def2/J DEFGRID3
* xyz 0 1
H -2.21986 -3.75814 -5.73163
H 5.55607 1.57355 3.02981
H -1.79262 -0.78488 -2.68819
N -2.00403 -3.60929 -3.68337
H -3.40946 -2.75788 -4.95815
H -0.48081 -1.87872 -5.27439
H 0.98688 1.03849 3.46542
H 0.58713 -5.50058 -2.52584
H -0.52148 -4.76915 -4.54557
H 0.11152 -3.37361 -3.68236
H 2.74196 4.88804 4.80806
F -2.20176 2.00769 3.08984
C 3.75929 2.24778 2.02435
H 0.20678 3.15682 2.52500
C 1.55324 1.43682 2.61783
I -4.89090 0.11544 3.85601
Br -4.62866 2.76175 0.85982
H 5.84119 2.61736 1.63448
H -0.14415 1.89270 1.36403
C 2.80985 2.80921 4.22377
H -1.81300 -1.39723 -1.04443
C 5.19183 2.45204 2.49538
C 0.66807 2.43183 1.85711
H 2.12771 2.40769 4.97747
H -0.50387 -1.86028 -2.12362
H 2.95961 4.67481 3.07611
C -0.40059 -5.04531 -2.44091
H 3.43699 3.14937 1.47961
H -0.41855 -4.48262 -1.50672
C -2.34194 -2.99550 -4.95581
C 2.44758 4.27606 3.95290
C -2.41603 -2.87421 -2.50146
H 3.76258 1.43038 1.29800
H -2.00750 1.79912 -0.49355
H 1.37556 4.41428 3.82040
H -1.77833 -0.37005 3.51837
H 1.72977 0.57465 1.96576
C -1.57533 -1.66152 -2.07818
C -0.66110 -4.15819 -3.64971
H -1.74980 -1.54810 -6.44495
C -1.55752 -1.75038 -5.38914
H 5.29003 3.32124 3.14679
O -2.71029 0.11238 1.25159
H 1.21660 2.96881 1.08240
H -1.13801 -5.84675 -2.37872
Si -2.69644 0.54229 2.83751
H 3.78973 2.78802 4.70752
H -3.45539 -2.55997 -2.62779
Si -3.22313 1.20991 0.08474
H -2.44616 -3.57178 -1.66062
N 2.84510 1.89585 3.09474
H -1.86359 -0.86305 -4.83634
H -3.94478 0.42280 -0.92337
*
```

Atom charges from the Mulliken analysis, given in e for atoms 1 to 8: number 1, H, carries 0.402; number 2, H, carries 0.332; number 3, H, carries 0.227; number 4, N, carries 0.127; number 5, H, carries 0.342; number 6, H, carries 0.269; number 7, H, carries 0.370; number 8, H, carries 0.431

***

3.
ORCA calculation (ωB97M-V/def2-TZVPD) on a 6-piece molecular cluster, C12H33Cl6O12P3 overall.

```
! wB97M-V def2-TZVPD RIJCOSX def2/J DEFGRID3
* xyz 0 1
O -5.62059 -0.47158 -4.87163
H -2.18437 -2.78215 -2.58398
H -5.51212 2.36228 10.80051
P 8.67903 -4.67228 -1.49531
P -4.49532 -1.68943 -4.74566
C 1.61942 3.29684 -5.25938
C -5.10894 0.78188 -5.22552
C -5.02248 2.68286 9.88095
Cl -1.70438 4.78351 -0.77915
C -4.73162 -4.23694 -4.03800
C -3.64847 3.57129 6.79299
H 8.91082 -1.27605 -1.45849
O 7.46794 -5.52795 -2.23071
H -5.01471 -4.43730 -3.00465
H 7.84008 -6.53050 -4.05649
H 0.82871 0.46188 0.98360
H -5.04855 -5.07939 -4.65276
C -1.08916 6.26081 -0.05312
H 7.74954 -2.26090 -0.59334
O -3.64790 -1.41408 -3.37892
H -4.14273 0.98985 -4.76587
H -3.07157 3.07668 7.57443
H 6.43298 -5.81343 -4.02891
Cl 1.52716 1.54857 -5.58324
O -6.03086 2.69124 8.95299
O -3.74307 -1.91367 -6.01685
H 7.88539 -4.76012 -4.20137
H -4.99381 0.86965 -6.30586
H -3.64174 -4.22177 -4.04494
C 11.32666 -4.87989 -1.83020
Cl 3.21200 0.73882 1.04815
O 8.69306 -4.64372 0.02803
H 11.44116 -4.05145 -1.13114
Cl 0.58584 6.46363 -0.42572
H -6.86837 1.03949 6.87929
H -3.62146 4.63741 7.01826
O -7.52995 3.09346 7.02570
O -6.08782 5.11681 7.95740
H -1.67862 -1.12535 -2.70093
H -4.33865 1.87362 9.62482
H -1.03978 6.15711 1.03081
H -8.54431 1.35055 6.96408
H -1.69735 7.08690 -0.42160
H 11.72948 -4.44207 -2.74351
H 12.01607 -5.65275 -1.49035
H -3.03584 3.37252 5.91363
C -2.29428 -1.88152 -3.18804
H -5.71610 1.55177 -4.74935
H 1.44997 1.79825 -0.03292
H 7.35468 -1.52995 -2.07340
C 7.43722 -5.59644 -3.66489
H -7.82370 1.70740 5.47810
O 8.73341 -3.18079 -2.17764
H -4.43180 3.58943 10.01255
P -6.18077 3.66065 7.67186
C 1.51811 1.30486 0.93663
O -5.37568 -2.96768 -4.36402
H 1.07026 3.80418 -6.05256
C 8.16731 -2.06369 -1.58060
O 10.02796 -5.36394 -2.14197
Cl 1.12925 2.42118 2.19519
H -1.86228 -2.10157 -4.16429
C -7.62138 1.75461 6.54812
O -5.00526 3.11398 6.73383
H 1.12195 3.58717 -4.33400
Cl 3.25024 3.96747 -5.41060
*
```

Summary:
SMILES	COP(=O)(OC)OC.COP(=O)(OC)OC.COP(=O)(OC)OC.ClCCl.ClCCl.ClCCl
ΔE to the lowest compared entry with this formula, charge and spin	256.7	kJ/mol

Atom charges from the Mulliken analysis, given in e for atoms 1 to 8: number 1, O, carries -0.327; number 2, H, carries 0.272; number 3, H, carries 0.266; number 4, P, carries 1.068; number 5, P, carries 1.049; number 6, C, carries -0.215; number 7, C, carries -0.675; number 8, C, carries -0.689

***

no.,LUMO level (eV)
1,0.5
2,0.5
3,0.0